1.
DFT (ωB97M-V with the def2-TZVPD basis set) results for 2 unconnected molecules or ions with the total composition H3OS2.

## Properties
DFT total energy = -23768.261 eV
ΔE to the lowest compared entry with this formula, charge and spin = 0.0 kcal/mol
lowest unoccupied orbital energy = 3.7 eV
E_HOMO = -2.6 eV
M = 83.16 Da
orbital gap = 6.3 eV

Structure (ORCA input):
```
! wB97M-V def2-TZVPD RIJCOSX def2/J DEFGRID3
* xyz -1 1
O 0.4458 -1.2139 -1.4373
H 0.2028 -1.1661 -0.4907
S -0.7561 -0.4599 1.5847
S -0.4814 1.4383 0.7681
H -0.0475 -0.4745 -1.8110
H 0.6365 1.8761 1.3863
*
```


2.
DFT (ωB97M-V with the def2-TZVPD basis set) results for H3PS2 in the gas phase.

## Properties
DFT total energy = -31008.076 eV
ΔE to the lowest compared entry with this formula, charge and spin = 0.0 kcal/mol
lowest unoccupied orbital energy = 0.4 eV
E_HOMO = -9.3 eV
SMILES = S=[PH2]S
M = 98.13 Da
orbital gap = 9.7 eV

Structure (ORCA input):
```
! wB97M-V def2-TZVPD RIJCOSX def2/J DEFGRID3
* xyz 0 1
S 1.9539 -0.3977 -0.0025
P 0.2339 0.4666 0.0084
S -1.4186 -0.8193 0.0025
H -0.0574 1.3215 1.0755
H -0.0580 1.3367 -1.0464
H -0.6537 -1.9078 -0.0375
*
```


3.
DFT (ωB97M-V with the def2-TZVPD basis set) results for a molecular structure, H3S2.

## Properties
DFT total energy = -21716.924 eV
ΔE to the lowest compared entry with this formula, charge and spin = 12.9 kcal/mol
lowest unoccupied orbital energy (spin up / spin down) = 0.9 / -3.3 eV
E_HOMO (spin up / spin down) = -10.0 / -9.7 eV
M = 67.16 Da
orbital gap (spin up / spin down) = 10.9 / 6.4 eV
expectation value of S² = 0.765

Structure (ORCA input):
```
! wB97M-V def2-TZVPD RIJCOSX def2/J DEFGRID3
* xyz 0 2
S -0.0425 -0.2337 -1.6584
H -1.2814 0.2633 -1.8729
H 0.0603 0.0889 -0.0267
S 0.2518 0.4549 1.5831
H 1.0119 -0.5733 1.9750
*
```


4.
DFT (ωB97M-V with the def2-TZVPD basis set) results for a molecular structure, H3S3.

## Properties
DFT total energy = -32555.541 eV
ΔE to the lowest compared entry with this formula, charge and spin = 6.8 kcal/mol
lowest unoccupied orbital energy = 3.5 eV
E_HOMO = -3.2 eV
M = 99.22 Da
orbital gap = 6.6 eV

Structure (ORCA input):
```
! wB97M-V def2-TZVPD RIJCOSX def2/J DEFGRID3
* xyz -1 1
S 0.6079 0.3992 1.0603
S -1.0742 -0.6152 1.7146
H 0.6097 0.2160 -0.5898
H -1.4909 0.3024 2.5774
S 1.1777 0.1983 -2.0931
H 0.1698 -0.5007 -2.6694
*
```


5.
DFT (ωB97M-V with the def2-TZVPD basis set) results for 20 unconnected molecules or ions with the total composition H40O20 at a distorted geometry.

## Properties
DFT total energy = -41597.219 eV
ΔE to the lowest compared entry with this formula, charge and spin = 133.9 kcal/mol
lowest unoccupied orbital energy = -0.6 eV
E_HOMO = -10.9 eV
M = 360.30 Da
orbital gap = 10.4 eV

Structure (ORCA input):
```
! wB97M-V def2-TZVPD RIJCOSX def2/J DEFGRID3
* xyz 0 1
O -2.3262 -3.7493 -2.1624
H -1.8294 -3.0745 -1.6877
H -3.1980 -3.6289 -1.7467
O -1.7305 -1.2269 -4.8722
H -1.8704 -2.0458 -4.3881
H -0.7652 -1.2902 -4.9202
O 1.3777 -2.8833 4.0047
H 1.2258 -1.9493 3.9364
H 1.4629 -3.3239 4.8566
O -2.5001 -1.0483 -2.0091
H -2.4733 -1.4705 -2.8847
H -1.7621 -0.4806 -2.3762
O 4.7502 2.9303 -0.5076
H 4.6363 3.1029 -1.4595
H 5.4946 2.3078 -0.5740
O 0.4382 3.5456 4.7794
H 1.2336 4.0405 4.5947
H -0.2817 3.9786 4.3137
O -4.3015 3.0036 -0.5619
H -3.5753 2.8580 -1.1894
H -4.6277 3.8724 -0.8155
O -0.0825 3.4536 -2.2893
H 0.4306 3.0337 -1.5904
H 0.4893 3.3807 -3.0622
O 3.1556 0.7924 -3.7430
H 2.4200 0.5249 -3.1364
H 3.7877 1.3442 -3.2605
O 1.2721 -2.7912 -0.5667
H 1.0435 -3.6955 -0.3827
H 1.8501 -2.3984 0.0824
O 5.0524 2.4811 2.6658
H 4.3026 3.0775 2.5387
H 4.8590 1.8524 1.9541
O -1.5851 -0.9109 3.5178
H -1.6871 -1.7525 3.9754
H -2.4746 -0.5921 3.4012
O 3.5423 -0.1106 2.2486
H 3.2932 -0.3637 3.1393
H 3.1855 0.7623 2.0921
O -0.4788 0.8967 0.1908
H -0.5684 0.9760 1.1619
H -1.2481 0.3666 -0.0687
O -1.5035 -2.1172 1.3347
H -1.2742 -1.6453 0.5330
H -0.7011 -2.1094 1.8601
O 2.0904 -0.5495 -1.8144
H 1.8097 -1.4463 -1.5634
H 2.6984 -0.1030 -1.2358
O 0.3334 1.6683 -4.2412
H 1.2106 1.5674 -4.6726
H 0.3523 1.4297 -3.3086
O -5.6681 0.5420 -0.8250
H -5.1784 0.5383 -0.0009
H -5.2354 1.1763 -1.3968
O -4.3660 1.1498 3.1649
H -4.0292 0.3716 3.6139
H -4.7371 0.8901 2.3203
O 2.2378 -5.1909 1.5366
H 2.8612 -4.5018 1.2448
H 1.5570 -5.1133 0.8489
*
```


6.
DFT (ωB97M-V with the def2-TZVPD basis set) results for 21 unconnected molecules or ions with the total composition H41O21 at a distorted geometry.

## Properties
DFT total energy = -43665.239 eV
ΔE to the lowest compared entry with this formula, charge and spin = 72.3 kcal/mol
lowest unoccupied orbital energy = 2.2 eV
E_HOMO = -6.3 eV
M = 377.31 Da
orbital gap = 8.5 eV

Structure (ORCA input):
```
! wB97M-V def2-TZVPD RIJCOSX def2/J DEFGRID3
* xyz -1 1
O -3.6295 -2.6206 1.5748
H -4.4663 -2.6481 1.0657
H -3.4772 -1.7546 1.9250
O 3.6584 1.5957 2.0686
H 1.1598 -1.5307 -0.9829
H 3.3132 2.1706 2.7530
O 5.5540 0.3161 -0.0143
H 1.5894 -4.4330 0.2978
H 4.9235 0.8466 0.4995
O 2.0945 -3.7924 0.7583
H 2.6064 -1.6401 -0.7081
H -2.3661 -2.7776 -0.6332
O 0.3801 -2.5952 3.4065
H 0.9599 -2.9376 4.1177
H 0.7930 -2.2748 2.6130
O -1.9049 -0.8016 4.6508
H -0.8733 4.4295 2.3481
H -1.3831 -1.5460 4.3512
O -1.2536 3.6201 2.0582
H 5.5781 -0.5690 0.3252
H 3.0006 1.5504 1.3466
O -4.3726 0.4499 1.3675
H 1.7324 -2.9321 0.4225
H -1.7493 0.0457 4.1961
O -3.0842 -0.8588 -4.5087
H -4.4549 1.3918 1.1940
H 1.7462 1.0202 -0.8468
O 2.2539 1.4998 -0.1750
H -0.6196 2.9181 2.0856
H 3.0682 1.6075 -0.7096
O 3.5620 2.6380 -2.9861
H -2.7138 1.2764 -0.6760
H 3.4850 2.1531 -3.8226
O 2.8921 -0.5610 -3.3583
H 2.4788 -0.8845 -2.5438
H 3.8536 -0.5677 -3.1758
O 2.0193 -0.9666 -1.0029
H -3.8430 -0.6543 -3.9154
H -2.4764 -1.3379 -3.9553
O -3.5596 3.5173 0.3898
H -2.6672 3.2869 0.0741
H -3.4999 3.4220 1.3492
O -1.9953 -0.5864 1.2569
H 0.2029 2.6134 -1.1743
H -1.4174 -0.1522 0.6309
O -1.9032 0.8234 -0.8265
H -1.8302 0.5026 -1.7068
O -2.2608 -2.8175 -1.5841
H -1.7074 -1.5228 1.4011
H -1.3135 -2.9111 -1.8703
O 0.1335 1.3706 2.4046
H -0.0065 0.0875 -3.8675
H -0.2225 0.4577 2.3537
O -0.0958 -0.4166 -3.0095
H -0.3221 3.3946 -2.4633
H 0.1952 -1.3370 -3.0510
O 0.3264 3.4505 -1.7088
H -3.4200 0.2337 1.4235
H 1.0320 1.2204 2.0602
O 0.2904 -2.7513 -0.9127
H -0.2197 -2.9501 -0.1311
H 4.2260 2.2192 -2.4492
*
```


7.
DFT (ωB97M-V with the def2-TZVPD basis set) results for 21 unconnected molecules or ions with the total composition H42O21 at a distorted geometry.

## Properties
DFT total energy = -43679.852 eV
ΔE to the lowest compared entry with this formula, charge and spin = 137.5 kcal/mol
lowest unoccupied orbital energy = -0.1 eV
E_HOMO = -10.6 eV
M = 378.31 Da
orbital gap = 10.5 eV

Structure (ORCA input):
```
! wB97M-V def2-TZVPD RIJCOSX def2/J DEFGRID3
* xyz 0 1
O -3.9568 -1.4775 -1.7792
H -3.0403 -1.1731 -1.8783
H -4.3486 -0.5775 -1.7558
O -1.2026 -3.8700 -0.9794
H -0.7677 -3.1017 -1.3712
H -1.8073 -4.2615 -1.6220
O 4.2388 -1.9183 -0.8783
H 5.0363 -2.4061 -1.0989
H 3.5870 -2.5792 -1.1212
O 2.2551 1.0745 3.5120
H 2.2623 0.4440 4.2345
H 2.0584 0.5074 2.7663
O -0.6956 -2.1105 1.1146
H 0.0653 -2.6217 0.8109
H -1.5720 -2.5519 1.0157
O -3.5951 -1.9339 0.8817
H -3.7049 -1.8776 -0.0785
H -3.1349 -1.1075 1.1086
O 2.2721 -2.5916 1.6714
H 3.0452 -2.0306 1.7332
H 2.7837 -3.4298 1.5845
O 2.0295 1.1127 -2.3477
H 1.8670 0.8323 -1.4279
H 1.8291 0.2326 -2.7737
O -4.4765 1.4682 -1.0536
H -3.9781 2.1001 -1.6023
H -3.7463 1.3497 -0.4113
O -1.2415 3.9088 -1.3725
H -0.3799 3.5259 -1.7186
H -0.8680 4.7325 -1.0122
O 0.4947 3.0724 -3.3875
H 0.8893 2.2445 -3.0749
H 1.1655 3.6830 -3.6835
O -1.7107 1.5882 3.6845
H -1.6521 0.9009 4.3486
H -2.3743 2.2373 3.9528
O 1.2278 -1.8516 -2.2213
H 1.8570 -1.5763 -1.5102
H 0.5533 -2.1429 -1.5089
O 4.0415 -0.2157 1.3869
H 4.3856 -0.8466 0.7773
H 4.6756 0.3878 1.7588
O -2.7268 3.2964 0.7872
H -2.4010 4.2059 1.0392
H -2.4111 3.4252 -0.1623
O -1.8622 0.7412 0.3030
H -2.2211 1.3934 0.9308
H -1.6811 1.0585 -0.5767
O -0.9192 -1.0341 -1.2922
H -0.6185 -1.1769 -0.3756
H -0.4455 -0.6040 -1.9980
O 0.2033 4.2678 0.9734
H 0.9940 4.5830 1.4138
H 0.1965 3.4245 0.5262
O 0.1246 -0.0012 2.4847
H -0.3991 -0.7370 2.1265
H -0.4518 0.7686 2.5540
O 1.3429 0.5374 0.2441
H 2.2610 0.6269 0.5165
H 0.6326 0.3355 0.9177
O 2.3317 -4.1784 -1.5049
H 1.4565 -4.1152 -1.0976
H 2.2274 -3.9671 -2.4835
*
```


8.
DFT (ωB97M-V with the def2-TZVPD basis set) results for 21 unconnected molecules or ions with the total composition H43O21 at a distorted geometry.

## Properties
DFT total energy = -43689.266 eV
ΔE to the lowest compared entry with this formula, charge and spin = 89.8 kcal/mol
lowest unoccupied orbital energy (spin up / spin down) = -0.1 / -0.3 eV
E_HOMO (spin up / spin down) = -3.4 / -10.7 eV
M = 379.32 Da
orbital gap (spin up / spin down) = 3.3 / 10.4 eV
expectation value of S² = 0.751

Structure (ORCA input):
```
! wB97M-V def2-TZVPD RIJCOSX def2/J DEFGRID3
* xyz 0 2
O -3.2887 0.8708 -0.4812
H -0.7298 -0.4499 2.8713
H -2.9716 0.4014 0.3053
O -0.9906 0.2663 -2.5462
H -0.6391 -0.7329 -2.5787
H -3.7011 1.7099 -0.3970
O 1.3572 -0.4971 -0.0900
H 1.3531 -0.5383 0.8580
H 5.5372 0.3033 0.3565
O -0.8653 2.4304 -3.7011
H 4.3882 -0.3189 1.2195
H 3.3418 -2.4183 -1.9214
O -2.9971 -0.4483 4.1938
H -3.3633 -1.2293 3.7490
H -2.0607 -0.7085 4.3774
O 4.5898 0.3494 0.4948
H -1.2469 2.3374 -4.5683
H 2.3466 0.0821 3.2771
O 0.0208 -2.0383 -2.1971
H 0.6477 -1.9275 -2.8964
H -0.3122 -2.9192 -2.0155
O 0.1956 2.6016 -0.5767
H 0.1395 3.5491 -0.7160
H 1.1481 2.4507 -0.1657
O 0.7091 -5.4828 0.0314
H 1.4366 -5.0430 -0.3767
H 0.3220 -5.0534 0.7903
O -4.5586 -1.3434 -1.2408
H -5.0264 -0.5412 -1.6112
H -4.7127 -1.8037 -0.4140
O 3.2429 2.5757 0.0594
H 3.6167 3.3978 -0.2944
H 4.0355 2.1053 0.4936
O -0.9884 5.2022 0.6314
H -0.1045 5.5382 0.6402
H -0.8787 4.2692 0.4816
O -3.3616 -2.4954 -3.2266
H -3.7408 -1.6016 -3.2398
H -3.2756 -2.6395 -2.2915
O 1.5333 0.4191 2.8195
H 1.4478 1.0910 3.4939
H -0.0791 -1.0810 -0.3007
O 3.2736 -3.2909 0.7827
H 3.9369 -2.6150 0.6739
H -1.4214 -0.0244 -1.5612
O -3.2955 1.3995 1.8581
H -1.6200 2.6065 -3.1161
O 3.0825 0.5646 -1.8275
H 3.7684 -0.0336 -1.5692
H 3.1256 1.3131 -1.1986
O -1.0912 -1.1246 -0.3630
H -1.2810 -0.4431 0.3206
H -0.0187 0.3141 -2.4625
O 3.4080 -3.3935 -1.8318
H 3.3890 -3.5482 1.7049
H 3.0310 -3.4090 -0.9275
O -1.3717 3.2117 2.7021
H -1.5495 4.0582 3.1186
H -0.4920 3.2197 2.3535
O -1.0475 -1.0887 2.2210
H 2.0141 -0.0665 -0.6352
H -0.3065 -1.5173 1.8129
H -2.8722 1.9987 2.4915
H -4.1785 1.2294 2.1556
*
```


What is the ΔE to the lowest compared entry with this formula, charge and spin in the fifth record? 133.9 kcal/mol


Look up the M of the third one. 67.16 Da